(1)
Molecular formula: C67H158AsF6N8O4
Method: DFT, ωB97M-V/def2-TZVPD

Total energy (Eh): -6217.17914
Charge: +7

Atoms and positions in Å:
1 As -0.38 0.13 -1.82
2 F -1.35 -0.68 -2.99
3 F -1.85 0.69 -1.13
4 F -0.41 1.63 -2.82
5 F 1.08 -0.39 -2.63
6 F -0.34 -1.31 -0.81
7 F 0.69 1.00 -0.80
8 O 4.27 -6.58 11.31
9 O -11.54 -2.07 -2.11
10 O 6.48 12.34 3.80
11 O -7.57 4.44 -5.58
12 N -0.36 -4.51 9.73
13 N 6.39 -6.11 2.35
14 N 12.94 1.74 -5.40
15 N 3.84 10.01 3.30
16 N -7.03 3.37 4.95
17 N -0.10 -6.72 -6.02
18 N -4.41 5.06 -5.32
19 N -12.77 -4.57 -3.64
20 C -4.52 6.35 -4.54
21 C 9.41 -1.28 -5.27
22 C 3.41 -7.24 12.66
23 C 4.96 10.61 2.88
24 C -0.61 -4.75 -4.79
25 C -6.73 2.96 6.37
26 C 1.53 9.98 3.59
27 C -0.99 -0.98 9.62
28 C 4.81 -4.40 1.24
29 C 11.60 -0.06 -6.15
30 C -6.50 1.10 7.91
31 C 7.98 -6.23 4.11
32 C -13.27 -3.63 -2.52
33 C -1.76 4.62 -5.26
34 C 7.26 13.21 3.36
35 C -0.46 -5.64 -7.05
36 C -2.21 -5.08 11.12
37 C -13.78 -4.44 -4.76
38 C 5.07 12.18 3.35
39 C -12.88 -5.95 -3.21
40 C 0.46 -3.43 9.70
41 C 11.79 4.61 -3.14
42 C -11.39 -4.28 -4.08
43 C 7.36 -7.19 1.99
44 C -4.43 2.46 -5.06
45 C 13.10 2.24 -6.83
46 C -8.52 3.74 3.21
47 C -6.15 4.60 4.70
48 C -3.03 5.09 -5.97
49 C -7.44 2.83 2.61
50 C -8.89 4.71 -5.38
51 C -6.70 2.42 3.86
52 C 7.24 -5.26 3.27
53 C -4.42 3.86 -4.36
54 C 11.64 1.11 -5.16
55 C 0.40 -5.95 -4.83
56 C 4.46 7.38 1.68
57 C 15.13 1.01 -6.36
58 C -0.69 -5.09 11.05
59 C 5.16 -6.68 3.05
60 C 3.96 -7.17 10.22
61 C 4.56 -3.94 -0.18
62 C 12.33 4.03 -4.29
63 C -1.37 -7.53 -5.70
64 C 8.70 -0.46 -6.13
65 C -1.30 -8.41 -4.40
66 C -0.58 -0.16 10.59
67 C -12.87 -2.16 -2.60
68 C 5.34 6.41 2.03
69 C -2.55 -9.26 -4.47
70 C 4.01 9.20 4.59
71 C 2.69 10.01 2.75
72 C 14.62 2.36 -6.95
73 C -8.51 3.64 4.72
74 C 5.98 -5.41 1.08
75 C -0.74 -5.42 8.64
76 C -5.39 5.06 -6.52
77 C -6.86 5.43 -6.28
78 C 8.17 -7.47 3.27
79 C 0.93 -7.71 -6.67
80 C -0.87 -4.40 -6.23
81 C -10.79 -5.25 -5.08
82 C 14.08 0.68 -5.22
83 C -10.98 -0.86 -1.91
84 C -12.09 -6.39 -2.00
85 C 13.21 2.83 -4.36
86 C -7.44 1.77 6.89
87 H -0.70 -0.19 11.55
88 H 8.41 12.96 3.52
89 H 9.62 -2.31 -5.52
90 H -3.04 6.07 -6.44
91 H -2.59 -4.12 10.95
92 H -9.00 2.77 5.18
93 H 2.45 -6.70 12.73
94 H 14.99 3.21 -6.35
95 H 1.69 9.44 4.55
96 H 12.48 3.11 -7.01
97 H -5.58 2.41 3.74
98 H -0.07 17.30 11.42
99 H -3.42 -8.61 -4.62
100 H 1.41 -5.69 -5.07
101 H 4.67 7.96 0.85
102 H -2.71 -0.15 10.99
103 H 3.69 9.84 5.46
104 H -5.26 4.14 -7.09
105 H -1.13 -6.05 -7.78
106 H -12.93 -1.79 -3.62
107 H -7.83 1.07 6.11
108 H -8.85 4.55 5.21
109 H 5.34 -7.27 3.97
110 H -5.21 17.30 -1.75
111 H 6.90 -4.87 0.79
112 H 4.84 12.84 2.46
113 H 10.90 5.13 -3.57
114 H 11.55 0.78 -4.17
115 H 0.79 10.50 3.18
116 H 12.04 -1.01 -5.96
117 H 7.45 -6.52 5.00
118 H 8.36 0.52 -5.84
119 H -13.31 -4.87 -5.67
120 H 11.32 0.14 -7.21
121 H 4.62 -7.24 2.31
122 H -7.02 6.29 -5.68
123 H 5.42 -3.38 -0.67
124 H -2.65 -9.82 -3.57
125 H 4.76 10.96 1.94
126 H 11.74 6.99 -2.45
127 H 1.80 -7.06 -6.82
128 H -8.43 4.68 2.78
129 H -7.04 1.45 4.19
130 H -9.52 3.31 2.95
131 H -14.72 -4.94 -4.48
132 H -12.53 -6.07 -1.06
133 H -7.31 5.68 -7.22
134 H 12.68 1.49 -7.46
135 H -11.43 -3.26 -4.48
136 H 5.12 9.03 4.70
137 H 3.49 7.51 1.99
138 H -1.36 -7.80 -3.49
139 H 6.72 -4.59 3.89
140 H 3.29 8.34 4.49
141 H -11.40 -0.11 -2.58
142 H -10.80 -4.14 -3.16
143 H -6.87 3.49 1.89
144 H -1.13 4.66 -6.06
145 H 4.27 -4.75 -0.85
146 H 0.57 -8.03 -7.62
147 H -14.33 -3.79 -2.38
148 H 11.79 4.30 -5.19
149 H -6.47 5.45 5.29
150 H -9.33 5.29 -6.19
151 H -1.63 3.60 -4.83
152 H -2.46 -9.97 -5.26
153 H 4.25 -6.83 9.22
154 H -0.57 -6.48 8.97
155 H -13.94 -6.14 -2.97
156 H 14.26 3.13 -4.51
157 H -0.48 -9.07 -4.51
158 H 9.23 -7.56 2.91
159 H -8.34 2.16 7.42
160 H -12.65 -6.55 -4.09
161 H -9.40 3.76 -5.28
162 H 0.45 -2.96 10.69
163 H -0.19 -6.03 11.04
164 H -9.03 5.29 -4.49
165 H 14.87 2.47 -8.01
166 H 9.37 -1.04 -4.20
167 H -12.72 -3.97 -1.63
168 H -6.95 0.12 8.17
169 H 6.18 6.33 0.92
170 H -9.90 -4.80 -5.57
171 H -2.63 -5.91 10.56
172 H -5.50 0.97 7.51
173 H -1.39 5.28 -4.51
174 H -14.06 -3.42 -5.03
175 H 0.00 0.67 10.15
176 H -5.12 4.32 4.88
177 H -3.62 2.44 -5.76
178 H 6.70 6.45 2.28
179 H -10.43 -6.13 -4.61
180 H -3.66 6.52 -3.96
181 H -4.56 7.17 -5.23
182 H 7.97 -1.20 -5.66
183 H -6.19 4.88 3.67
184 H 5.88 9.97 3.06
185 H -5.42 3.92 -3.83
186 H 15.11 0.16 -7.02
187 H 6.94 -8.06 1.51
188 H 3.96 -4.91 1.70
189 H -5.41 6.42 -3.88
190 H 6.69 14.09 3.38
191 H -0.09 -3.93 -4.21
192 H -6.70 3.87 6.97
193 H 3.34 -8.33 12.41
194 H -11.00 -6.00 -2.02
195 H 1.06 -8.58 -6.04
196 H -0.61 -0.68 8.65
197 H 5.75 -6.27 0.37
198 H -5.08 5.89 -7.22
199 H -7.91 2.01 2.09
200 H -2.21 -6.86 -5.60
201 H 5.17 -3.62 1.86
202 H 3.70 -3.22 -0.33
203 H -6.03 15.95 12.79
204 H -9.87 -0.95 -1.98
205 H -12.11 -7.46 -2.01
206 H -11.22 -0.40 -0.90
207 H -11.44 -5.50 -5.91
208 H -6.40 1.69 8.81
209 H 0.54 -6.61 -3.93
210 H 12.88 5.00 -4.53
211 H -13.57 -1.50 -1.95
212 H -3.55 3.98 -3.70
213 H -5.71 2.66 6.44
214 H -0.28 -3.54 -6.63
215 H -0.22 -4.39 11.72
216 H 7.88 -8.37 3.78
217 H 16.13 1.15 -5.88
218 H 12.04 4.58 -2.12
219 H -4.27 1.66 -4.36
220 H 13.20 2.32 -3.42
221 H 7.93 -4.71 2.62
222 H -2.47 -5.36 12.15
223 H 4.10 -7.13 13.45
224 H 2.81 10.42 1.74
225 H -5.40 2.32 -5.55
226 H 8.02 -6.67 1.33
227 H -0.04 -5.34 7.80
228 H 8.93 -5.88 4.53
229 H -1.88 -4.15 -6.43
230 H 14.55 0.73 -4.23
231 H 10.82 1.85 -5.42
232 H -3.15 4.35 -6.71
233 H 8.69 -0.70 -7.15
234 H 0.59 -2.88 8.76
235 H 13.64 -0.31 -5.24
236 H -1.53 -5.05 -4.27
237 H 3.37 -8.10 10.28
238 H 0.41 -5.49 -7.68
239 H 4.61 -5.83 3.34
240 H 4.61 12.26 4.31
241 H -1.53 -8.19 -6.54
242 H -1.78 -5.38 8.35
243 H -1.62 -1.90 9.81
244 H 4.88 5.16 2.71

=====

(2)
Molecular formula: C67H161N7O17
Method: DFT, ωB97M-V/def2-TZVPD

Total energy (Eh): -4311.29856
Charge: 0

Atoms and positions in Å:
1 O -2.75 2.40 7.86
2 O 0.94 -0.05 -0.99
3 O 3.01 2.75 -4.44
4 O 4.42 -2.24 -0.73
5 O 1.33 2.55 3.61
6 O 2.44 -0.41 -5.26
7 O 4.52 0.68 -3.73
8 O 0.03 -0.79 -6.48
9 O 5.33 -1.94 -4.16
10 O 7.94 -3.19 4.10
11 O 1.47 -3.48 -1.38
12 O 0.99 4.30 -3.16
13 O -0.93 -0.08 -3.86
14 O -4.72 2.09 -3.76
15 O 3.06 -2.91 -3.72
16 O -3.11 4.34 3.22
17 O 3.68 0.29 -1.17
18 N 2.58 3.31 3.63
19 N -0.60 -1.58 -7.50
20 N 6.58 -3.09 3.92
21 N 0.42 -3.03 -0.56
22 N -5.04 0.65 -3.70
23 N -3.66 4.74 1.95
24 N -2.72 1.11 7.29
25 C 4.41 -3.27 5.13
26 C -1.32 1.29 -4.34
27 C -6.01 0.80 -5.97
28 C 6.75 -3.44 1.49
29 C -1.56 3.61 1.02
30 C 2.08 3.93 1.19
31 C 1.43 5.36 3.08
32 C -5.25 -1.34 -2.44
33 C -2.86 -1.63 -6.26
34 C -2.37 -3.60 -8.54
35 C -3.44 0.18 -1.79
36 C -0.05 -2.99 -7.49
37 C 3.90 -4.23 4.05
38 C 1.25 4.17 -1.82
39 C -0.92 -3.50 -1.00
40 C -4.39 6.99 2.76
41 C -7.44 1.48 -4.08
42 C -4.10 1.94 5.45
43 C -0.25 0.78 7.99
44 C -5.80 0.88 -1.32
45 C -0.17 0.69 -0.49
46 C -3.73 2.40 1.24
47 C -1.21 -2.73 -2.29
48 C -1.90 -1.24 7.40
49 C -0.84 -3.76 -8.57
50 C 6.57 -5.43 2.88
51 C -1.70 -3.74 1.39
52 C 6.72 -2.29 -4.36
53 C -2.16 0.19 -7.93
54 C -2.05 -1.29 -7.54
55 C -3.61 4.30 -0.46
56 C -1.78 0.24 8.00
57 C 1.94 -2.29 1.24
58 C 0.83 -3.35 0.83
59 C -1.63 1.72 5.02
60 C -2.61 -2.13 -8.71
61 C -3.01 -0.32 5.36
62 C -0.88 -4.98 -1.25
63 C -0.36 -3.15 1.78
64 C -0.09 -3.78 -6.14
65 C 6.34 -2.06 6.15
66 C 3.33 1.12 2.44
67 C -1.95 -3.09 0.04
68 C 4.60 -3.85 2.73
69 C -2.01 6.65 2.11
70 C 6.43 -4.52 6.01
71 C 5.00 2.88 3.32
72 C -3.43 6.23 1.81
73 C -3.80 6.61 0.37
74 C -2.79 1.09 5.83
75 C -1.84 -1.16 5.89
76 C 1.52 -4.74 1.03
77 C 6.17 -3.98 2.77
78 C -3.14 3.77 0.89
79 C -6.69 -1.52 -2.95
80 C 5.92 -3.28 5.28
81 C -6.32 0.52 -4.48
82 C -3.10 5.74 -0.71
83 C 2.48 4.36 2.62
84 C 3.58 1.43 4.79
85 C -2.16 0.18 9.49
86 C -4.88 0.11 -2.31
87 C -6.73 -0.98 -4.34
88 C 5.00 4.03 2.28
89 C 1.38 -2.75 -7.90
90 C 3.62 2.26 3.53
91 C 3.89 5.02 2.69
92 H -2.01 5.73 -0.74
93 H -1.83 1.01 10.11
94 H -4.10 2.16 -4.52
95 H -1.09 0.14 -0.52
96 H 1.43 6.08 2.27
97 H -1.21 6.30 1.48
98 H -1.12 -1.84 7.74
99 H -2.81 -0.85 -5.56
100 H -0.39 -4.74 -8.40
101 H 4.85 3.66 1.29
102 H 5.99 -5.96 2.09
103 H -3.96 -1.73 -6.52
104 H 0.88 2.93 4.37
105 H -6.18 -1.64 -5.00
106 H -1.08 3.38 -0.01
107 H -0.57 2.03 -4.16
108 H -1.92 -2.00 0.11
109 H -5.93 1.90 -6.13
110 H -0.27 1.63 -1.07
111 H -7.17 2.47 -4.30
112 H -0.76 1.06 4.94
113 H 2.95 -2.65 1.06
114 H -2.63 -0.11 -2.50
115 H -2.97 -0.24 4.30
116 H 0.33 0.28 8.78
117 H 0.43 -4.67 -6.24
118 H 5.20 -0.98 -4.12
119 H 3.95 2.07 5.61
120 H 4.90 -2.27 -1.59
121 H 0.32 0.69 7.06
122 H 1.39 4.59 0.81
123 H 4.18 -4.30 1.85
124 H 1.87 -2.06 2.34
125 H 2.77 0.37 -1.09
126 H -5.06 0.40 -6.25
127 H 0.89 -5.59 1.21
128 H -4.89 2.30 1.23
129 H -2.11 -1.92 -9.68
130 H 7.37 -2.05 6.35
131 H 4.00 -3.62 6.10
132 H -4.48 -1.81 -3.09
133 H -1.84 0.98 -7.26
134 H 3.98 -2.70 -4.06
135 H 1.04 5.16 -1.41
136 H 2.20 -4.51 1.82
137 H -2.97 -3.36 -0.25
138 H -0.38 -3.08 -2.90
139 H 1.58 5.78 4.12
140 H -3.28 1.56 0.70
141 H -4.71 4.37 -0.45
142 H -1.76 0.39 -8.93
143 H -3.58 7.66 0.18
144 H -5.72 1.97 -1.62
145 H 6.72 -3.33 -4.72
146 H -3.23 0.51 -8.05
147 H 2.63 0.91 5.05
148 H 5.99 4.51 2.33
149 H -2.99 -4.15 -9.29
150 H 3.99 -0.67 -1.02
151 H 1.82 -3.69 -8.17
152 H 1.74 -1.47 0.69
153 H 2.40 -1.32 -5.01
154 H -1.77 -4.81 1.51
155 H 5.73 2.10 3.19
156 H 7.26 -2.29 -3.43
157 H -2.85 -3.96 -7.59
158 H -3.39 2.27 2.28
159 H -4.87 6.52 0.33
160 H 4.13 0.40 2.34
161 H -1.37 2.78 1.64
162 H 3.63 0.50 -4.04
163 H -8.39 1.28 -4.63
164 H -4.00 -0.65 5.69
165 H -5.13 -1.80 -1.36
166 H 0.02 1.09 0.49
167 H 0.44 4.96 3.16
168 H 1.86 -2.29 -7.05
169 H 2.88 3.89 0.47
170 H -2.20 1.52 -3.75
171 H 2.74 -3.60 -4.28
172 H -2.13 -3.02 -2.78
173 H 2.02 -4.89 0.06
174 H -4.19 6.69 3.82
175 H -2.90 -1.57 7.70
176 H 3.67 2.43 -3.83
177 H -3.31 3.61 -1.22
178 H -2.57 -2.50 -5.68
179 H 6.31 -5.96 3.79
180 H -3.42 6.15 -1.67
181 H 4.35 0.73 -2.73
182 H -1.22 -1.65 -2.04
183 H 6.24 -4.41 7.02
184 H 7.72 -3.74 1.19
185 H 1.65 -2.79 -2.02
186 H 3.22 2.45 -5.30
187 H -1.65 6.51 3.12
188 H -4.10 2.96 5.67
189 H 4.04 -2.26 4.86
190 H 0.53 3.47 -1.36
191 H -0.36 -0.87 -5.61
192 H -1.40 2.79 5.29
193 H 3.15 1.36 1.41
194 H -6.97 -2.55 -3.01
195 H 4.23 0.57 4.68
196 H -4.25 8.04 2.61
197 H -2.40 -3.29 2.08
198 H 7.44 -4.96 5.89
199 H 6.81 -2.36 1.55
200 H 0.01 -5.16 -1.85
201 H -0.33 1.83 8.36
202 H -6.75 0.43 -6.66
203 H -3.35 -0.48 -0.97
204 H -1.11 -4.02 -5.90
205 H -0.29 0.22 -3.22
206 H -2.09 1.92 4.04
207 H 1.56 3.83 -3.78
208 H -7.74 -0.95 -4.70
209 H -1.70 -0.66 9.97
210 H -5.51 0.65 -0.28
211 H 5.76 -2.10 7.08
212 H -1.50 1.17 -5.41
213 H -0.03 -3.51 2.75
214 H -0.55 -3.49 -9.62
215 H -7.46 -0.97 -2.34
216 H -5.41 6.63 2.39
217 H -3.61 -1.82 -8.88
218 H 6.03 -1.09 5.71
219 H -3.82 3.81 3.59
220 H -1.86 7.71 1.81
221 H 6.03 -3.67 0.65
222 H 2.32 3.83 -1.68
223 H -1.91 2.90 7.70
224 H 8.18 -4.15 4.15
225 H 0.71 -0.98 -1.04
226 H 2.83 -4.03 3.96
227 H 3.92 -5.24 4.41
228 H -4.93 1.39 5.93
229 H -6.83 0.61 -1.31
230 H 0.46 -3.15 -5.39
231 H 7.63 -5.48 2.59
232 H 1.60 3.00 1.16
233 H 3.82 5.92 2.09
234 H 1.47 -2.08 -8.79
235 H -0.68 -5.54 -0.34
236 H 2.50 0.47 2.79
237 H -3.25 1.21 -1.52
238 H 1.61 -0.17 -5.69
239 H 5.32 3.37 4.17
240 H -0.88 -0.74 5.54
241 H -0.53 -2.06 1.94
242 H 3.56 -2.69 -0.89
243 H -1.21 4.53 1.40
244 H -1.95 -2.19 5.57
245 H 5.82 -5.34 5.66
246 H -4.44 1.83 4.44
247 H -3.27 0.08 9.55
248 H 7.15 -1.70 -5.20
249 H -1.82 -5.29 -1.87
250 H 4.18 -2.77 2.66
251 H 4.07 5.40 3.67
252 H -7.76 1.28 -3.07

=====

no.,largest force on an atom (Eh/bohr)
1,0.1614
2,0.0734